Record 1
A structure of composition C12H19HfN2O8P2, computed with wB97M-V/def2-TZVPD.

Calculated values
- Total charge: +1
- LUMO level: -2.85 eV
- Calculated total energy: -1911.0343 Eh
- Relative energy (zero: lowest compared OMol25 entry of this formula, charge and spin): 9.22 kcal/mol

Atoms and positions in Å:
Hf1 0.70312 -0.80782 -1.19306
O1 0.08588 -4.24510 -3.35286
P1 0.51354 -3.02988 -2.50120
O2 -0.53601 -1.90081 -2.54393
O3 0.89339 -3.15543 -1.05515
O4 1.78258 -2.28244 -3.17952
P2 3.24284 -1.89917 -2.46308
O5 3.89609 -1.02512 -3.58772
O6 3.97047 -3.05986 -1.98813
O7 2.69707 -0.83512 -1.43631
H1 0.64754 -5.03120 -3.32792
H2 4.63287 -1.46275 -4.03086
C1 -0.81385 3.74215 -2.68031
C2 -1.28740 2.61290 -3.33086
C3 -0.85015 1.35488 -2.93503
C4 0.07104 1.19574 -1.88899
C5 0.53627 2.35955 -1.25415
C6 0.09925 3.61858 -1.64043
H3 -1.14890 4.72473 -2.98551
H4 -1.99108 2.71306 -4.14666
H5 -1.23344 0.48421 -3.45791
H6 1.26533 2.30020 -0.44821
H7 0.47347 4.50401 -1.14347
C7 -2.39922 -0.01330 0.52039
N1 -1.65169 0.04863 1.77155
C8 -2.31104 0.64522 2.93809
C9 -1.79276 -0.01873 4.19692
C10 -0.28628 0.11988 4.25110
N2 0.32263 -0.26047 2.97211
C11 1.75019 -0.55906 3.02373
C12 -0.36863 -0.30659 1.84001
O8 0.22788 -0.70758 0.76357
H8 -3.44024 -0.22430 0.75453
H9 -2.04312 -0.82964 -0.10594
H10 -2.32786 0.92532 -0.03181
H11 -3.38164 0.49316 2.82052
H12 -2.12397 1.72281 2.94655
H13 -2.07344 -1.07328 4.19439
H14 -2.23786 0.44110 5.07772
H15 0.13856 -0.53156 5.01509
H16 0.01419 1.14454 4.48580
H17 1.91568 -1.47440 3.59173
H18 2.26214 0.26663 3.51803
H19 2.15658 -0.68369 2.02718

Record 2
A cluster of 2 separate species, C12H19INO2 in total in a non-equilibrium geometry, computed with wB97M-V/def2-TZVPD.

Calculated values
- Total charge: +1
- LUMO level: -4.47 eV
- Calculated total energy: -971.3069 Eh
- Relative energy (zero: lowest compared OMol25 entry of this formula, charge and spin): 0.00 kcal/mol

Atoms and positions in Å:
I1 -3.02901 1.71159 -4.41895
C1 -1.19592 0.59258 -3.96824
C2 0.02726 1.58156 -3.87748
C3 1.45674 0.84838 -3.89654
C4 1.70078 0.34192 -2.41776
C5 0.90768 -0.73478 -1.80473
C6 1.16007 -1.12522 -0.40775
C7 2.22973 -0.43111 0.34512
C8 2.98741 0.59718 -0.37009
N1 2.70005 0.94461 -1.67706
H1 -1.42325 0.07223 -2.99619
H2 -1.02984 -0.13523 -4.80604
H3 -0.00595 2.14054 -2.89566
H4 -0.03421 2.27492 -4.75447
H5 2.21577 1.66837 -4.07100
H6 1.52567 0.02301 -4.64785
H7 0.10970 -1.27081 -2.37235
H8 0.51373 -1.92641 0.02564
H9 2.43470 -0.70316 1.42114
H10 3.82847 1.12179 0.15722
H11 3.26994 1.67966 -2.10838
O1 1.32783 -0.57379 3.41602
C9 0.12775 -0.68622 3.31610
O2 -0.65798 0.38340 3.49319
C10 -2.07073 0.40290 3.23215
C11 -2.85400 -0.13433 4.41182
C12 -0.50462 -2.03372 3.08362
H12 -2.30138 -0.11938 2.30054
H13 -2.33398 1.44897 3.07255
H14 -2.60635 -1.17601 4.62112
H15 -3.92696 -0.06519 4.22416
H16 -2.61797 0.43336 5.31380
H17 -0.57295 -2.56359 4.03387
H18 0.13022 -2.60038 2.40108
H19 -1.48839 -1.98764 2.62141

Record 3
A cluster of 2 separate species, C12H19N2 in total in a non-equilibrium geometry, computed with wB97M-V/def2-TZVPD.

Calculated values
- Total charge: +1
- LUMO level (alpha / beta): -2.74 / -3.52 eV
- Calculated total energy: -577.6881 Eh
- Relative energy (zero: lowest compared OMol25 entry of this formula, charge and spin): 172.34 kcal/mol

Atoms and positions in Å:
C1 -1.63146 2.40050 -1.87050
C2 -0.74553 1.59793 -2.58623
C3 -1.13634 3.09591 -0.74298
C4 0.50718 1.31407 -2.12761
C5 0.16429 2.85976 -0.29945
C6 1.01840 1.98908 -0.99041
C7 -0.17105 -0.66738 2.78180
C8 0.67622 -1.56525 2.01326
C9 -0.59291 0.53896 1.90146
C10 0.38431 -1.18110 0.52946
C11 2.18042 -2.46426 -0.42424
C12 -1.76897 -0.73739 -0.07421
N1 1.16050 -1.43542 -0.52725
N2 -0.58943 -0.04565 0.53152
H1 -2.54386 2.68243 -2.34247
H2 -1.00269 1.03713 -3.55067
H3 -1.61107 3.81206 -0.08596
H4 1.03191 0.76797 -2.91045
H5 0.60918 3.46441 0.59415
H6 -0.70408 -1.19266 3.48266
H7 2.01483 1.91697 -0.63904
H8 1.68217 -1.11559 2.20147
H9 0.34036 -2.50463 2.29030
H10 -1.59035 0.78685 2.10336
H11 0.14697 1.24344 1.88131
H12 3.15614 -1.98120 0.10553
H13 1.86309 -3.07877 0.28569
H14 2.46291 -2.78955 -1.48527
H15 -2.38099 -1.29704 0.79160
H16 -2.45262 0.13321 -0.45355
H17 -1.62900 -1.37676 -0.87563
H18 1.45863 -0.62017 -0.96766
H19 -0.39012 0.62551 -0.31104

Record 4
A cluster of 3 separate species, C12H19N3O4 in total in a non-equilibrium geometry, computed with wB97M-V/def2-TZVPD.

Calculated values
- SMILES string: O=[N+]([O-])c1ccccc1.CN(C)C=O.CN(C)C=O
- LUMO level: 0.23 eV
- Calculated total energy: -933.7642 Eh
- Relative energy (zero: lowest compared OMol25 entry of this formula, charge and spin): 102.03 kcal/mol

Atoms and positions in Å:
C1 -4.13691 -4.08005 1.54306
O1 -3.35970 -3.14833 1.41316
N1 -3.92195 -5.30068 1.02477
C2 -4.77905 -6.44442 1.30200
C3 -2.63364 -5.60975 0.41188
H1 -5.01819 -4.02226 2.20150
H2 -4.39225 -6.98199 2.16759
H3 -4.97449 -6.96517 0.36789
H4 -5.74842 -6.03286 1.60017
H5 -2.76899 -5.99000 -0.59581
H6 -1.98507 -4.73378 0.38578
H7 -2.03829 -6.22700 1.09110
C4 4.09151 4.06323 -0.91541
O2 2.96796 3.72159 -0.63022
N2 4.39353 5.20408 -1.56094
C5 5.73970 5.56146 -1.93666
C6 3.35259 6.08495 -2.07890
H8 4.96772 3.49241 -0.59405
H9 5.85991 6.62832 -1.71272
H10 5.96317 5.34121 -2.97887
H11 6.49700 5.19141 -1.24102
H12 3.44411 6.23935 -3.14863
H13 2.38239 5.63711 -1.85350
H14 3.33128 6.94235 -1.40115
C7 -1.19260 1.67338 -0.37151
C8 -1.91717 0.49961 -0.32952
C9 -1.47261 -0.65042 0.33382
C10 -0.21830 -0.59380 0.89858
C11 0.62300 0.51783 0.73859
C12 0.13631 1.64229 0.07956
N3 0.24275 -1.71861 1.75738
O3 -0.49410 -2.69093 1.76960
O4 1.34208 -1.65454 2.26271
H15 -1.60749 2.47832 -0.96228
H16 -2.97624 0.46388 -0.56241
H17 -2.12101 -1.50828 0.45048
H18 1.64375 0.46118 1.08499
H19 0.77768 2.50891 -0.01103

Record 5
A structure of composition C12H19N6O4SV in a non-equilibrium geometry, computed with wB97M-V/def2-TZVPD.

Calculated values
- Total charge: +1
- LUMO level (alpha / beta): -4.01 / -3.82 eV
- Calculated total energy: -2440.1316 Eh
- Relative energy (zero: lowest compared OMol25 entry of this formula, charge and spin): 0.00 kcal/mol
- Multiplicity: 2

Atoms and positions in Å:
V1 -1.22250 -0.00502 -0.60857
C1 3.40115 3.74130 -1.18118
C2 2.25562 3.72494 -2.18443
N1 0.94130 3.56470 -1.56332
C3 0.47790 2.41759 -1.07411
S1 -1.14274 2.41284 -0.43086
N2 1.30552 1.37762 -1.09374
N3 0.71896 0.23329 -0.66625
C4 1.46821 -0.80627 -0.48255
C5 2.93470 -0.79047 -0.71832
C6 0.73084 -2.03101 -0.11979
C7 1.33197 -3.22823 0.22078
C8 0.53722 -4.33644 0.46782
C9 -0.83926 -4.22500 0.36596
C10 -1.37147 -2.99097 0.04652
N4 -0.61088 -1.91979 -0.17737
H1 4.35415 3.74195 -1.71168
H2 3.36185 2.85908 -0.54343
H3 3.35963 4.63125 -0.55229
H4 2.39029 2.92109 -2.90794
H5 2.22047 4.66511 -2.73124
H6 0.30621 4.34461 -1.54675
H7 3.16632 -0.03335 -1.46215
H8 3.28508 -1.76299 -1.06116
H9 3.47093 -0.53257 0.19899
H10 2.40877 -3.29028 0.28790
H11 0.99081 -5.28317 0.73033
H12 -1.48787 -5.07382 0.52529
H13 -2.44186 -2.85157 -0.03572
C11 -1.78626 -0.12856 4.08576
O1 -2.91172 -0.24262 3.17439
C12 -2.64062 -0.13358 1.90379
O2 -1.50322 0.00475 1.43864
N5 -3.73499 -0.24750 1.12108
N6 -3.53077 -0.10131 -0.25692
H14 -2.19370 -0.34413 5.06556
H15 -1.38539 0.88026 4.04713
H16 -1.01829 -0.84843 3.81834
H17 -4.65551 -0.23111 1.53714
H18 -3.88538 0.78659 -0.60453
H19 -3.97173 -0.86282 -0.76347
O3 -1.88734 0.61207 -2.21244
O4 -1.19641 -0.61802 -2.34521

Record 6
A structure of composition C12H19N6O4SV in a non-equilibrium geometry, computed with wB97M-V/def2-TZVPD.

Calculated values
- Total charge: +1
- LUMO level (alpha / beta): -2.81 / -5.52 eV
- Calculated total energy: -2440.0105 Eh
- Relative energy (zero: lowest compared OMol25 entry of this formula, charge and spin): 59.04 kcal/mol
- Multiplicity: 4

Atoms and positions in Å:
V1 0.81721 0.20893 0.16718
C1 -5.03500 -1.91411 0.24728
C2 -4.28332 -0.69662 0.76791
N1 -3.00015 -1.04674 1.37736
C3 -1.83603 -0.96841 0.73717
S1 -0.35626 -1.44761 1.51010
N2 -1.81509 -0.57917 -0.54157
N3 -0.61472 -0.27632 -0.98933
C4 -0.33143 -0.60878 -2.30956
C5 -1.41456 -0.97347 -3.25562
C6 1.04537 -0.76061 -2.49503
C7 1.68713 -1.14670 -3.69298
C8 3.04219 -1.34899 -3.69411
C9 3.77024 -1.16794 -2.50707
C10 3.10480 -0.77557 -1.36527
N4 1.78421 -0.57063 -1.33627
H1 -5.95304 -1.59455 -0.24470
H2 -4.43009 -2.45649 -0.47988
H3 -5.29863 -2.59384 1.05778
H4 -4.07571 -0.00105 -0.04102
H5 -4.87826 -0.17896 1.52104
H6 -3.00669 -1.57930 2.23328
H7 -2.08021 -1.69405 -2.78051
H8 -2.02347 -0.09728 -3.49211
H9 -1.02238 -1.39613 -4.17536
H10 1.10352 -1.28030 -4.59179
H11 3.54738 -1.64600 -4.60250
H12 4.83792 -1.32727 -2.48808
H13 3.63162 -0.61551 -0.43225
C11 3.23385 2.87386 3.99170
O1 3.27038 1.78840 3.05979
C12 2.18433 1.34764 2.46718
O2 2.28958 0.42035 1.66162
N5 1.00092 1.90541 2.81015
N6 -0.15080 1.59949 2.07464
H14 4.26681 3.04060 4.27522
H15 2.65483 2.61106 4.87792
H16 2.84514 3.78279 3.52954
H17 0.98561 2.72018 3.39939
H18 -0.45816 2.42900 1.56978
H19 -0.87958 1.27587 2.69594
O3 0.94021 1.71456 -0.26667
O4 0.90033 3.02426 -0.25032